Entry 1:
# C4H9NO2S

2 unconnected molecules or ions with the total composition C4H9NO2S in a non-equilibrium geometry (the ωB97M-V functional and the def2-TZVPD basis, OMol25).

Calculated values
Max |F|, Eh/bohr: 0.0788
Orbital gap, eV: 9.05

ORCA input file:
```
! wB97M-V def2-TZVPD RIJCOSX def2/J DEFGRID3
* xyz 0 1
S 2.103 -1.032 0.546
O 0.460 -0.490 2.777
O -0.641 1.186 2.015
N -0.213 -0.077 -0.607
C 0.646 0.008 0.416
C 0.139 0.313 1.744
C -1.616 0.265 -0.437
C 0.249 0.163 -1.921
H -2.263 -0.407 -1.058
H 0.766 -1.348 2.444
H 1.615 -2.265 0.217
H -1.981 0.164 0.614
H 1.400 1.490 0.488
H 1.367 -0.019 -2.001
H -0.102 1.121 -2.041
H -1.675 1.348 -0.588
H -0.254 -0.420 -2.608
*
```

***

Entry 2:
# C23H34F2N2ORuSSi

A molecular structure, C23H34F2N2ORuSSi in a non-equilibrium geometry (the ωB97M-V functional and the def2-TZVPD basis, OMol25).

Calculated values
Max |F|, Eh/bohr: 0.0224
Orbital gap (alpha / beta), eV: 6.78 / 3.64

ORCA input file:
```
! wB97M-V def2-TZVPD RIJCOSX def2/J DEFGRID3
* xyz 2 1
Ru -0.606 0.202 1.894
S 1.312 -0.502 2.837
Si 0.223 0.732 -1.279
F 0.247 2.508 0.326
F -1.810 2.071 1.066
O 0.031 -0.170 0.009
N -1.162 0.591 3.900
N -1.364 -1.819 2.391
C -2.499 0.897 -1.857
C -3.496 2.443 -3.395
C 0.212 -1.756 -2.731
C 0.928 -2.235 3.323
C 3.609 1.688 -3.436
C -0.448 2.155 1.466
C 2.280 1.490 -3.097
C 1.495 -2.236 -2.168
C 2.953 0.802 -0.885
C -1.053 -2.298 -2.177
C -0.007 1.192 4.627
C -0.244 -2.779 2.523
C -1.229 1.415 -2.142
C 1.261 0.356 4.457
C -3.625 1.403 -2.482
C 0.189 -1.185 -4.097
C -1.640 -0.657 4.573
C 4.280 1.004 -1.225
C -2.248 2.981 -3.675
C 1.934 1.045 -1.816
C -1.119 2.472 -3.053
C 4.606 1.445 -2.501
C -2.235 -1.640 3.579
H 2.139 0.998 4.502
H 1.516 1.677 -3.842
H 3.868 2.033 -4.428
H -1.918 1.273 3.922
H 1.379 -0.401 5.230
H -0.241 1.296 5.689
H -1.020 -2.376 -1.091
H 1.474 -2.280 -1.078
H -0.156 2.921 -3.263
H -0.674 -0.541 -4.267
H 5.062 0.819 -0.501
H 1.819 -2.830 3.129
H 0.081 -2.029 -4.799
H -2.604 0.096 -1.132
H -2.429 -2.592 4.081
H -0.376 3.007 2.142
H 1.116 -0.676 -4.356
H -2.156 3.802 -4.373
H -4.602 0.997 -2.258
H -1.953 -2.163 1.639
H -0.792 -1.099 5.091
H 1.642 -3.269 -2.525
H 5.643 1.603 -2.768
H -4.376 2.841 -3.884
H 0.147 2.188 4.221
H 0.747 -2.263 4.395
H -3.192 -1.262 3.216
H -1.926 -1.734 -2.500
H 2.348 -1.653 -2.507
H -0.581 -3.715 2.977
H 0.085 -3.002 1.507
H -1.171 -3.320 -2.571
H -2.377 -0.412 5.339
H 2.701 0.452 0.109
*
```

***

Entry 3:
# C2H6OP2

A single C2H6OP2 molecule in a non-equilibrium geometry (the ωB97M-V functional and the def2-TZVPD basis, OMol25).

Calculated values
Max |F|, Eh/bohr: 0.0598
Orbital gap, eV: 10.58

ORCA input file:
```
! wB97M-V def2-TZVPD RIJCOSX def2/J DEFGRID3
* xyz 0 1
P 2.139 0.179 -0.240
P -2.350 0.456 -0.258
O -0.234 -1.196 -0.743
C 0.455 -0.364 0.133
C -0.636 0.121 -0.721
H -1.892 1.405 0.700
H -0.297 0.695 -1.584
H -2.316 -0.609 0.668
H 2.234 0.923 0.865
H 0.058 -0.660 1.064
H 2.838 -0.950 0.117
*
```

***

Entry 4:
# C2H4N2OS

A single C2H4N2OS molecule (the ωB97M-V functional and the def2-TZVPD basis, OMol25).

Calculated values
Max |F|, Eh/bohr: 0.0168
Orbital gap, eV: 8.71

ORCA input file:
```
! wB97M-V def2-TZVPD RIJCOSX def2/J DEFGRID3
* xyz 0 1
S -2.010 -1.258 -1.342
O 0.176 2.142 0.341
N 0.025 -0.089 0.001
N 1.215 -0.323 0.692
C -0.613 -1.202 -0.500
C -0.438 1.217 -0.133
H 1.106 0.083 1.624
H 1.962 0.230 0.252
H -1.378 1.294 -0.700
H -0.045 -2.094 -0.236
*
```

***

Entry 5:
# C2HN5O

A single C2HN5O molecule in a non-equilibrium geometry (the ωB97M-V functional and the def2-TZVPD basis, OMol25).

Calculated values
Max |F|, Eh/bohr: 0.1070
Orbital gap, eV: 9.65

ORCA input file:
```
! wB97M-V def2-TZVPD RIJCOSX def2/J DEFGRID3
* xyz 0 1
O -1.430 -1.333 0.061
N -2.219 -0.139 -0.200
N -0.225 0.476 -0.012
N 1.210 -1.424 -0.093
N -1.475 0.852 -0.090
N 1.901 -0.189 -0.189
C 1.105 0.884 -0.014
C -0.117 -1.001 0.056
H 1.251 1.874 0.481
*
```

***

Entry 6:
# C6H14N2O2

2 unconnected molecules or ions with the total composition C6H14N2O2 in a non-equilibrium geometry (the ωB97M-V functional and the def2-TZVPD basis, OMol25).

Calculated values
Max |F|, Eh/bohr: 0.0447
Orbital gap, eV: 10.35

ORCA input file:
```
! wB97M-V def2-TZVPD RIJCOSX def2/J DEFGRID3
* xyz 0 1
O -0.814 -2.099 -2.517
O 0.843 0.854 3.172
N -1.798 -0.591 -1.124
N 0.988 1.217 0.887
C -0.801 -1.025 -1.959
C 1.336 -1.005 1.713
C -2.768 -1.623 -0.741
C 1.055 0.476 2.049
C 0.390 -0.102 -2.081
C 1.026 2.663 1.072
H 1.023 -1.626 2.540
H 1.990 3.062 0.750
H 0.326 3.239 0.441
H 1.118 -1.202 0.647
H 2.435 -1.129 1.632
H 0.669 3.037 2.037
H 0.053 0.813 -1.577
H -1.801 0.267 -0.603
H 0.829 0.031 -3.059
H -3.583 -1.557 -1.468
H -3.006 -1.520 0.319
H 1.592 0.873 0.161
H -2.394 -2.640 -0.740
H 1.293 -0.414 -1.550
*
```

***

We obtain energy above the lowest of the compared OMol25 structures with the same formula, charge and spin values of 382.4 0.0 150.1 187.1 315.0 149.3 kJ/mol for the records listed above, in that order.
We obtain E values of -20711.070 -56145.934 -22793.251 -18000.720 -11582.743 -13524.077 eV for the records listed above, in that order.